# 1
Below is 5 unconnected molecules or ions with the total composition C3H15NO4, with properties calculated with ωB97M-V with the def2-TZVPD basis set.

The geometry in XYZ format:
```
23
Properties=species:S:1:pos:R:3:forces:R:3
O 0.15176 1.54583 1.45473 -0.381 -0.131 0.408
O 2.29723 0.14108 0.98043 0.741 -1.151 0.331
O 0.39128 1.05544 -1.38501 -0.115 -0.268 -0.145
O 2.02124 -0.87445 -1.23321 -0.613 -0.292 -0.376
N -0.04126 -1.52851 0.50096 -2.079 -0.236 0.473
C -1.38236 -1.33187 -0.18090 2.133 -0.396 -1.608
C -2.57778 0.84577 -0.31602 1.157 2.006 0.704
C -1.90622 -0.18830 0.47062 -3.750 -1.517 -1.105
H -1.89756 1.45729 -0.92901 0.003 -0.482 -0.287
H 0.67369 -1.40496 -0.22614 0.691 0.437 -0.213
H 2.27426 -1.00828 -2.14886 0.197 -0.250 0.144
H -3.10164 1.51877 0.34275 -0.182 0.352 0.232
H 2.43527 -0.46597 0.19457 -0.013 1.052 -0.898
H 0.01765 -0.82936 1.23226 0.796 -0.185 0.373
H -2.49669 -0.38583 1.37570 1.449 0.257 0.817
H 0.90179 1.76648 -1.77702 -0.051 0.195 0.039
H -1.09489 -1.05439 -1.19766 -0.371 0.059 -0.176
H -3.33794 0.37804 -0.94047 0.228 -0.552 -0.306
H 0.92513 1.14101 0.99427 0.185 0.093 0.341
H 1.08155 0.27328 -1.34448 -0.065 0.106 -0.065
H -2.05307 -2.18876 -0.27432 0.061 -0.247 0.801
H 2.46290 -0.53256 1.64642 -0.014 0.447 0.844
H -0.57719 1.14396 0.97647 -0.005 0.701 -0.326
```
Positions in Å, forces in eV/Å.

M ... 129.16 g/mol
HOMO level ... -0.3271 Eh
Orbital gap ... 5.36 eV
LUMO energy ... -3.55 eV

***

# 2
Below is a molecular structure, C35H37F6MnN4O4P2S, with properties calculated with ωB97M-V with the def2-TZVPD basis set.

The geometry in XYZ format:
```
90
Properties=species:S:1:pos:R:3:forces:R:3
Mn -0.91276 -0.29909 0.22854 -2.413 1.802 -0.346
S 0.82548 -2.30956 0.39197 -0.574 -3.216 -1.627
P 1.01783 -2.51795 -2.32811 0.065 -0.385 -1.154
P 2.32698 1.32737 0.59141 -0.272 -0.413 0.414
F 3.76114 1.61118 1.07708 0.036 0.150 -0.017
F 0.59982 0.87145 -0.02840 -0.674 -0.120 -0.457
F 2.61979 -0.23812 0.16595 0.195 0.560 0.103
F 1.79096 0.78837 1.99706 0.259 0.091 -0.190
F 2.57298 1.72606 -0.92333 -0.043 0.102 0.020
F 1.65410 2.73034 0.88496 0.350 -0.109 -0.129
O 0.03390 -3.50435 0.42124 0.648 -0.158 0.328
O 0.37158 -1.63024 -1.13303 0.209 0.520 2.143
O 0.37293 -1.32530 1.31588 1.155 0.558 1.356
O 0.20241 0.13097 5.21836 0.028 -0.222 -0.010
N -2.24347 -1.93753 0.46332 0.430 0.024 -0.212
N -0.02661 2.14408 6.19666 0.098 0.362 0.599
N -1.41991 1.13394 1.69548 0.391 -0.576 -0.666
N -2.88769 -1.42403 1.61553 0.450 0.638 0.821
C -0.85348 1.79099 3.92784 -0.144 -0.081 -0.112
C -0.19016 -3.81835 -2.61753 0.591 0.377 -0.177
C -1.94190 2.35515 1.49383 -0.126 0.244 -0.130
C 2.46147 -2.81079 -0.04948 -0.041 0.369 0.031
C -0.17695 1.28345 5.19303 -0.109 -0.131 -0.529
C 1.61196 -0.07554 -3.44302 0.012 0.026 0.099
C 4.68153 -3.58389 0.20203 -0.183 0.017 -0.037
C 1.25600 -1.39799 -3.69795 -0.124 -0.591 0.518
C -0.90129 0.86626 2.88529 0.288 -0.015 0.785
C -4.33808 -1.20342 1.50960 -0.451 -0.458 -0.146
C 1.11645 -1.87156 -5.00312 -0.128 -0.140 0.005
C -2.08188 1.39038 -2.01171 0.310 0.107 0.247
C 1.82270 0.77650 -4.50894 0.005 -0.018 0.149
C -3.16306 2.14111 -4.04122 -0.257 -0.320 0.141
C -1.40297 3.04752 3.72035 0.070 -0.377 -0.168
C -2.48752 -4.36557 -3.04033 -0.022 0.218 0.051
C -1.79799 0.53156 -0.97179 0.125 0.493 -0.598
C -1.96784 3.32198 2.48075 0.073 -0.170 -0.168
C -4.62077 -0.38209 0.25177 0.129 0.056 0.275
C -3.10487 1.26655 -2.97984 -0.260 -0.200 -0.168
C 1.70068 0.31213 -5.81016 -0.057 -0.101 0.003
C -0.81894 -6.10003 -2.98268 -0.044 -0.053 0.006
C -1.51824 -3.41406 -2.77796 0.043 0.094 -0.058
C -5.04956 -2.56230 1.44841 -0.114 0.406 0.002
C 1.33941 -1.00508 -6.05816 0.026 -0.062 -0.029
C -2.22311 3.15957 -4.17202 0.138 -0.136 0.293
C -4.76635 -0.42295 2.74833 0.167 -0.064 -0.225
C -2.13917 -5.70669 -3.13946 0.147 -0.011 0.029
C 0.16406 -5.15782 -2.72397 0.107 0.103 -0.025
C 2.51044 -3.01259 -1.42432 -0.290 0.091 -0.691
C 3.67910 -3.50214 -1.99338 -0.305 0.051 0.101
C -1.22794 3.31691 -3.21214 0.181 0.198 0.123
C 3.51225 -3.09672 0.78715 0.060 0.026 0.226
C 4.76179 -3.78384 -1.16850 -0.003 -0.065 0.026
C -1.14913 2.46688 -2.13704 0.116 -0.054 0.030
H -2.95337 -2.23215 -0.22519 0.497 0.292 0.152
H 5.67079 -4.17272 -1.60394 0.066 0.037 -0.006
H -2.89872 -6.44530 -3.34712 -0.049 -0.051 -0.020
H -4.59908 -0.98513 -0.65219 -0.002 -0.128 -0.248
H -6.11831 -2.40552 1.33493 -0.151 -0.087 -0.032
H 1.88940 0.97985 -6.63475 0.005 0.087 -0.134
H -3.82932 0.47580 -2.87326 -0.159 -0.093 -0.061
H 1.71790 0.27592 -2.43092 0.087 0.139 0.182
H 1.19599 -5.45447 -2.61983 0.128 -0.145 0.067
H -0.55949 -7.14298 -3.06697 0.078 -0.104 -0.004
H -3.51399 -4.06513 -3.18637 -0.096 0.028 0.001
H -2.26758 3.83312 -5.01333 -0.043 0.090 -0.101
H -4.88645 -3.13415 2.35889 0.026 -0.032 0.094
H -4.26350 0.53914 2.78110 0.099 0.162 0.054
H 2.09257 1.79984 -4.31514 0.103 0.202 0.001
H -1.40224 3.81268 4.48037 0.003 0.073 0.095
H -5.83704 -0.24324 2.71394 -0.098 -0.040 0.016
H 0.42753 1.81352 7.03693 -0.042 0.002 -0.088
H -3.88226 0.41893 0.16826 -0.202 0.134 0.037
H 3.73915 -3.65075 -3.06074 0.082 -0.013 -0.123
H 1.22963 -1.35740 -7.07180 0.023 -0.039 -0.087
H -2.33922 2.55989 0.50990 -0.061 0.047 0.033
H -3.94655 2.04479 -4.77495 -0.111 -0.068 -0.068
H -2.65056 -1.92933 2.46882 0.060 -0.187 -0.389
H -0.45811 -0.10341 3.08219 -0.100 0.102 -0.063
H -1.76813 -2.35915 -2.71241 -0.112 -0.022 -0.078
H 3.44517 -2.95441 1.85393 0.020 0.097 0.125
H -1.67389 -2.77504 0.67202 -0.476 0.258 -0.030
H 0.82923 -2.89710 -5.18899 -0.037 -0.075 -0.058
H 5.53329 -3.80101 0.82952 0.020 -0.023 0.051
H -4.71416 -3.15804 0.59988 0.016 -0.112 -0.127
H -0.34066 3.09839 6.19228 0.008 -0.070 -0.085
H -0.51761 4.12377 -3.29815 0.085 0.091 -0.016
H -2.39446 4.29195 2.27728 -0.076 0.011 -0.091
H -0.38463 2.58709 -1.38587 0.171 0.044 0.060
H -4.54839 -0.97017 3.66105 0.053 -0.081 0.143
H -5.61045 0.05909 0.31928 -0.086 0.042 -0.055
```
Positions in Å, forces in eV/Å.

M ... 840.65 g/mol
HOMO level (spin up / spin down) ... -0.6082 / -0.6083 Eh
Orbital gap (spin up / spin down) ... 6.52 / 6.59 eV
LUMO energy (spin up / spin down) ... -10.03 / -9.97 eV
Total charge ... +3
<S²> ... 1.0537
Spin multiplicity ... 2

***

# 3
Below is C12H13Br in the gas phase, with properties calculated with ωB97M-V with the def2-TZVPD basis set.

The geometry in XYZ format:
```
26
Properties=species:S:1:pos:R:3:forces:R:3
Br 0.34708 -2.10812 -3.41607 -0.165 -0.057 -0.187
C -2.50855 1.66377 -0.72533 0.006 0.006 -0.064
C -0.54973 -0.13515 -1.58113 -0.558 0.410 0.107
C -0.59206 0.27491 -0.22001 -0.119 -0.234 -0.190
C 0.54744 -0.90812 -2.02504 1.155 -0.656 2.162
C 1.47847 0.94815 0.88375 0.041 -0.151 0.025
C 1.06219 -1.50017 0.38783 -0.836 0.423 -2.131
C 2.40612 -1.89055 0.80095 0.060 -0.148 0.201
C 0.45781 -0.20620 0.77011 0.168 0.261 -0.065
C -1.58485 1.15595 0.17349 -0.016 0.042 0.043
C -2.46023 1.28467 -2.05946 -0.139 0.094 0.045
C -0.15275 -0.50615 2.15826 -0.029 -0.123 -0.100
C -1.50819 0.38639 -2.47465 0.203 -0.211 -0.070
H 2.45871 -2.97117 0.94392 0.102 0.009 -0.001
H -1.64585 1.47554 1.20306 0.017 -0.007 0.107
H -3.17287 1.68452 -2.76586 -0.047 0.022 -0.049
H 2.23123 0.72904 1.63687 0.104 0.005 0.080
H -0.50140 0.40934 2.62798 -0.005 0.082 0.039
H 3.04857 -1.66195 -0.05250 0.112 0.040 -0.077
H -3.26409 2.35562 -0.38479 -0.066 0.060 0.038
H 0.97133 1.86999 1.15823 -0.019 0.087 0.043
H -0.98513 -1.19890 2.06215 -0.066 -0.037 0.052
H 2.80795 -1.37731 1.68128 0.008 0.048 -0.003
H -1.45580 0.08804 -3.51235 -0.029 -0.031 -0.040
H 1.96635 1.09032 -0.07797 0.072 0.061 -0.068
H 0.59825 -0.95246 2.80728 0.048 0.004 0.101
```
Positions in Å, forces in eV/Å.

M ... 237.14 g/mol
HOMO level (spin up / spin down) ... -0.2632 / -0.2837 Eh
Orbital gap (spin up / spin down) ... 6.55 / 6.93 eV
LUMO energy (spin up / spin down) ... -0.62 / -0.79 eV

***

Strongest force on any atom for the records above, in order: 0.0816, 0.0710, 0.0493 Eh/bohr
E_tot for the records above, in order: -13029.3194, -128061.1575, -82691.4332 eV